Record 1
# C3H7F3O

A 2-piece molecular cluster, C3H7F3O overall (wB97M-V/def2-TZVPD, OMol25).

Last column: Löwdin charge in e.
CARTESIAN COORDINATES (ANGSTROEM)
C (0.000000, 0.000000, 0.000000)  -0.09
C (-1.083780, 1.045930, -0.165090)  -0.15
C (-1.842509, 1.024690, -1.453599)  -0.73
F (-2.880059, 1.795809, -1.385469)  0.18
F (-1.146320, 1.427669, -2.528819)  0.13
F (-2.181579, -0.198330, -1.808619)  0.15
H (-0.453600, -1.005260, -0.017600)  0.09
H (0.335310, 0.216720, 1.028210)  0.07
H (0.880310, 0.000430, -0.664570)  0.09
H (-1.778819, 0.978060, 0.693840)  0.13
H (-0.645920, 2.062649, -0.164210)  0.14
O (-1.096000, -1.175480, 3.351239)  -0.08
H (-1.607989, -0.815990, 2.591709)  0.03
H (-0.740220, -0.380440, 3.809049)  0.05

Cartesian forces, eV/Å:
C 0.0 -0.4 0.9
C 0.7 1.1 -0.2
C 1.6 -0.8 -0.3
F -2.1 1.1 0.1
F 1.1 0.9 -0.2
F -1.2 -1.7 0.2
H 0.3 0.3 0.1
H 0.4 -0.6 -0.4
H -0.6 0.4 0.1
H 0.1 0.1 -0.7
H -0.2 -0.4 0.3
O -0.1 1.2 -0.3
H 0.5 -0.4 0.8
H -0.4 -0.8 -0.5

Kohn-Sham gap = 12.328 eV
HOMO level = -11.80 eV
SMILES string = CCC(F)(F)F.O

---

Record 2
# C5H15NO2

A 3-piece molecular cluster, C5H15NO2 overall (wB97M-V/def2-TZVPD, OMol25).

Last column: Mulliken spin population.
CARTESIAN COORDINATES (ANGSTROEM)
C (-0.398484, -0.789299, 0.075390)  0.63
N (-0.811247, 0.696601, -0.138072)  -0.25
C (-1.247098, 0.902081, -1.607018)  0.32
C (0.401570, 1.425180, 0.461268)  0.33
C (1.543701, 0.455276, 0.814779)  1.04
C (0.660004, -0.894666, 1.217374)  0.29
H (-1.418442, -1.125903, 0.435748)  0.08
H (-0.025479, -1.345794, -0.744273)  -0.36
H (-1.225700, 0.225764, -2.399602)  -0.05
H (-2.315578, 1.309545, -1.666807)  -0.09
H (-0.747613, 1.833623, -1.887212)  0.04
H (0.604066, 2.270942, -0.316148)  -0.06
H (0.162446, 2.004666, 1.363798)  -0.01
H (2.310541, 0.162584, 0.056281)  -0.57
H (2.028025, 0.913399, 1.799273)  -0.35
H (0.302769, -0.885355, 2.238250)  0.06
H (1.225267, -1.829949, 1.104228)  -0.03
H (-3.197408, -1.083520, 2.129535)  -0.04
H (-1.681112, -1.701681, 1.900722)  -0.03
O (-2.569559, -1.838715, 2.173636)  -0.02
H (1.901441, -0.669876, -1.779346)  0.02
H (2.638152, 0.290614, -2.616663)  -0.32
O (1.859745, -0.325522, -2.615134)  0.36

Cartesian forces, eV/Å:
C -2.9 1.2 3.1
N 1.8 -2.6 -0.6
C -1.0 4.3 2.8
C -0.3 1.8 -3.1
C -0.6 -0.7 2.8
C 0.9 1.8 -2.1
H 1.4 -0.7 -1.1
H 0.1 -0.1 -1.3
H 1.0 -1.9 -0.6
H 0.8 -0.9 0.7
H 0.5 -0.3 -0.5
H 0.5 -1.4 1.2
H -0.5 -0.5 -0.1
H -0.6 0.6 0.5
H -0.5 -1.1 -2.1
H -0.3 0.4 0.2
H 0.1 0.3 -0.1
H 1.6 -0.5 -0.3
H 0.7 1.1 -0.4
O -2.6 -0.7 1.2
H 0.2 -1.7 3.6
H -0.5 -0.4 -0.1
O 0.3 2.1 -3.6

Kohn-Sham gap (spin up / spin down) = 2.558 / 8.631 eV
HOMO level (spin up / spin down) = 0.91 / -5.30 eV
<S²> = 0.750
multiplicity = 2
total charge = -1

---

Record 3
# C6H16N

A 2-piece molecular cluster, C6H16N overall (wB97M-V/def2-TZVPD, OMol25).

Last column: Löwdin charge in e.
CARTESIAN COORDINATES (ANGSTROEM)
C (0.550422, -0.822349, -2.423378)  -0.04
C (-0.232389, 0.040240, -1.440414)  -0.40
C (-0.919755, -0.454709, -0.315722)  0.19
C (0.505312, 0.755211, -0.324830)  -0.10
C (-0.394463, 2.099544, 0.184531)  -0.21
C (-0.485445, 2.193510, 1.724289)  -0.11
N (0.364470, -2.976422, 1.744497)  -0.02
H (1.031746, -0.126912, -3.291790)  0.15
H (0.055199, -1.766207, -2.813610)  0.10
H (1.399281, -1.465511, -2.008430)  0.10
H (-0.859257, 0.730559, -2.011724)  0.16
H (-0.435807, -1.263965, 0.200930)  0.08
H (-1.997525, -0.369135, -0.307678)  0.15
H (0.967464, 0.410173, 0.635802)  0.15
H (1.297796, 1.235603, -0.954390)  0.19
H (-1.452086, 2.093601, -0.186460)  0.12
H (0.141639, 2.948527, -0.152721)  0.09
H (-1.048169, 1.294858, 2.207281)  0.11
H (0.703221, 2.222077, 2.097760)  0.14
H (-0.880061, 3.150884, 1.942102)  0.05
H (0.000637, -3.643624, 2.503953)  0.06
H (1.166360, -2.608222, 2.105781)  -0.05
H (0.521413, -3.677733, 0.884231)  0.09

Cartesian forces, eV/Å:
C 2.7 -1.2 -1.4
C -1.4 -2.5 -2.4
C 0.8 -2.1 -2.1
C -0.8 5.1 2.9
C -0.3 -1.9 0.8
C 3.4 -2.3 0.2
N -3.7 -4.5 -2.1
H -1.4 -1.9 2.0
H -0.6 1.9 -0.1
H -0.5 1.6 0.2
H 0.4 0.2 0.2
H -0.1 -0.3 0.7
H -0.1 1.4 1.3
H -0.2 -0.7 -1.3
H -0.3 -0.5 0.5
H 1.1 -0.1 -0.3
H 0.2 0.9 -0.6
H 1.0 1.8 -0.7
H -3.3 -0.2 -0.5
H -0.7 0.7 0.7
H 0.5 1.5 -1.5
H 3.0 0.9 0.7
H 0.2 2.2 2.7

Kohn-Sham gap = 8.054 eV
HOMO level = -13.80 eV
total charge = +1